31
Properties=species:S:1:pos:R:3 method="wB97M-V/def2-TZVPD" total_charge=0 smiles=OB(c1ccc(C(F)(F)F)cc1)c1ccc(C(F)(F)F)cc1 mol_weight_da=318.02 total_energy_ha=-1238.27472 homo_lumo_gap_ev=10.099 multiplicity=1
O -2.714 0.555 -0.589
B -1.445 0.106 -0.213
C -0.487 -0.581 -1.323
C -0.723 -1.854 -1.807
C 0.049 -2.348 -2.815
C 1.044 -1.624 -3.406
C 1.852 -2.159 -4.574
F 1.262 -3.304 -5.011
F 3.102 -2.410 -4.209
F 1.830 -1.186 -5.539
C 1.362 -0.397 -2.877
C 0.584 0.126 -1.854
C -0.945 0.532 1.186
C -1.582 1.634 1.708
C -1.120 2.243 2.852
C -0.189 1.543 3.612
C 0.338 2.123 4.945
F 1.064 1.196 5.633
F -0.684 2.520 5.742
F 1.117 3.215 4.670
C 0.346 0.356 3.149
C 0.024 -0.136 1.898
H -3.122 0.189 -1.421
H -1.624 -2.376 -1.434
H -0.070 -3.361 -3.167
H 2.183 0.142 -3.318
H 0.682 1.066 -1.385
H -2.332 2.100 1.105
H -1.520 3.155 3.248
H 1.124 -0.119 3.719
H 0.595 -0.945 1.473